# 1
8 unconnected molecules or ions with the total composition C52H57ClNO in a non-equilibrium geometry, computed with ωB97M-V/def2-TZVPD.

The frontier orbital gap is 7.99 eV. For the highest occupied orbital energy, the calculation gives -10.567 eV. The net charge is +1. For the largest force on an atom, the calculation gives 2.88 eV Å⁻¹.

Cartesian coordinates (Å):
C (0.346, 1.529, 4.528)
C (0.551, 1.915, 3.420)
C (0.718, 2.252, 2.009)
N (-0.153, 1.352, 1.123)
C (0.317, 1.539, -0.199)
C (0.839, 1.516, -1.264)
O (-0.144, 0.085, 1.671)
C (0.298, -0.994, 0.849)
C (1.853, -1.145, 0.742)
C (-1.604, 1.970, 1.240)
Cl (-2.147, 2.716, -0.295)
C (-2.640, 0.983, 1.772)
C (-3.097, -0.107, 0.768)
H (0.280, 1.082, 5.495)
H (1.753, 2.027, 1.723)
H (0.560, 3.309, 1.783)
H (1.328, 1.733, -2.191)
H (-0.188, -1.093, -0.129)
H (-0.018, -1.907, 1.372)
H (2.103, -1.741, -0.141)
H (2.284, -1.551, 1.661)
H (2.303, -0.157, 0.569)
H (-1.575, 2.805, 1.944)
H (-2.362, 0.555, 2.740)
H (-3.531, 1.591, 1.987)
H (-2.953, 0.168, -0.281)
H (-2.534, -1.025, 0.976)
H (-4.149, -0.360, 0.927)
C (2.781, 4.058, -6.212)
C (2.313, 3.809, -4.930)
C (1.117, 4.374, -4.505)
C (0.385, 5.180, -5.366)
C (0.852, 5.426, -6.649)
C (2.051, 4.869, -7.071)
H (3.715, 3.621, -6.543)
H (2.883, 3.175, -4.260)
H (0.753, 4.186, -3.500)
H (-0.548, 5.616, -5.035)
H (0.280, 6.054, -7.321)
H (2.417, 5.065, -8.071)
C (1.184, -5.414, 2.021)
C (0.810, -6.726, 1.776)
C (-0.118, -7.346, 2.602)
C (-0.677, -6.649, 3.667)
C (-0.304, -5.334, 3.909)
C (0.631, -4.718, 3.088)
H (1.911, -4.932, 1.378)
H (1.241, -7.266, 0.942)
H (-0.407, -8.373, 2.417)
H (-1.404, -7.132, 4.307)
H (-0.740, -4.791, 4.738)
H (0.931, -3.692, 3.275)
C (5.413, -7.051, -1.527)
C (4.384, -7.097, -2.458)
C (3.325, -6.204, -2.370)
C (3.299, -5.257, -1.355)
C (4.331, -5.208, -0.425)
C (5.385, -6.107, -0.508)
H (6.237, -7.750, -1.595)
H (4.408, -7.831, -3.254)
H (2.520, -6.245, -3.093)
H (2.474, -4.557, -1.289)
H (4.312, -4.468, 0.367)
H (6.187, -6.072, 0.219)
C (-2.103, 4.546, 4.103)
C (-2.649, 4.396, 5.369)
C (-3.869, 4.985, 5.671)
C (-4.546, 5.717, 4.703)
C (-4.000, 5.865, 3.436)
C (-2.776, 5.284, 3.136)
H (-1.148, 4.089, 3.865)
H (-2.124, 3.819, 6.121)
H (-4.294, 4.874, 6.661)
H (-5.500, 6.172, 4.938)
H (-4.529, 6.433, 2.681)
H (-2.348, 5.404, 2.147)
C (10.832, -8.427, -0.061)
C (10.534, -7.430, 0.858)
C (9.825, -6.306, 0.458)
C (9.406, -6.182, -0.860)
C (9.701, -7.181, -1.779)
C (10.417, -8.301, -1.380)
H (11.387, -9.303, 0.251)
H (10.855, -7.530, 1.888)
H (9.598, -5.525, 1.174)
H (8.849, -5.307, -1.172)
H (9.373, -7.085, -2.806)
H (10.652, -9.078, -2.098)
C (-6.989, 3.688, 2.679)
C (-8.103, 4.226, 3.308)
C (-9.061, 4.903, 2.564)
C (-8.908, 5.032, 1.189)
C (-7.795, 4.491, 0.560)
C (-6.834, 3.822, 1.306)
H (-6.239, 3.163, 3.260)
H (-8.225, 4.120, 4.378)
H (-9.927, 5.328, 3.054)
H (-9.657, 5.556, 0.609)
H (-7.677, 4.591, -0.512)
H (-5.962, 3.405, 0.815)
C (-3.041, 4.475, -3.770)
C (-3.596, 3.357, -3.165)
C (-4.637, 2.674, -3.779)
C (-5.116, 3.106, -5.008)
C (-4.558, 4.222, -5.618)
C (-3.523, 4.908, -4.998)
H (-2.231, 5.008, -3.286)
H (-3.213, 3.018, -2.210)
H (-5.074, 1.806, -3.302)
H (-5.924, 2.572, -5.492)
H (-4.930, 4.557, -6.578)
H (-3.092, 5.781, -5.471)

***

# 2
A molecular structure, C52H57CsNO3Sb, computed with ωB97M-V/def2-TZVPD.

The frontier orbital gap is 6.44 eV. For the highest occupied orbital energy, the calculation gives -2.666 eV. The net charge is -2. For the largest force on an atom, the calculation gives 0.75 eV Å⁻¹.

Cartesian coordinates (Å):
Cs (-0.731, -0.591, 0.120)
O (-0.034, -3.224, -0.322)
C (1.228, -3.608, -0.041)
C (2.034, -2.594, 0.875)
C (1.488, -2.378, 2.270)
C (1.618, -3.377, 3.241)
C (1.077, -3.174, 4.495)
C (0.417, -1.992, 4.770)
C (0.345, -1.010, 3.784)
C (-0.380, 0.279, 4.100)
C (-1.870, 0.393, 3.596)
O (-1.933, 0.740, 2.294)
C (-2.532, -0.980, 3.892)
C (-2.892, -1.352, 5.188)
C (-3.381, -2.618, 5.469)
C (-3.516, -3.554, 4.450)
C (-3.172, -3.196, 3.155)
C (-2.701, -1.915, 2.878)
C (-2.636, 1.468, 4.411)
C (-2.092, 2.296, 5.384)
C (-2.849, 3.306, 5.979)
C (-4.170, 3.496, 5.614)
C (-4.727, 2.672, 4.637)
C (-3.966, 1.682, 4.044)
N (0.919, -1.209, 2.592)
C (1.261, -4.973, 0.704)
C (2.422, -5.725, 0.863)
C (2.414, -6.903, 1.597)
C (1.233, -7.351, 2.181)
C (0.067, -6.617, 2.007)
C (0.084, -5.441, 1.266)
C (1.999, -3.792, -1.373)
C (2.983, -2.928, -1.840)
C (3.545, -3.104, -3.104)
C (3.134, -4.144, -3.919)
C (2.141, -5.008, -3.465)
C (1.583, -4.827, -2.213)
H (2.130, -1.635, 0.364)
H (3.055, -2.978, 0.985)
H (2.126, -4.303, 3.014)
H (1.162, -3.945, 5.252)
H (-0.045, -1.828, 5.735)
H (0.144, 1.126, 3.653)
H (-0.344, 0.377, 5.188)
H (-2.784, -0.630, 5.991)
H (-3.652, -2.878, 6.486)
H (-3.883, -4.552, 4.664)
H (-3.260, -3.915, 2.349)
H (-2.439, -1.690, 1.852)
H (-1.057, 2.182, 5.678)
H (-2.394, 3.948, 6.725)
H (-4.760, 4.280, 6.073)
H (-5.757, 2.815, 4.332)
H (-4.383, 1.062, 3.259)
H (3.345, -5.381, 0.407)
H (3.327, -7.477, 1.715)
H (1.221, -8.268, 2.760)
H (-0.859, -6.958, 2.457)
H (-0.801, -4.836, 1.107)
H (3.309, -2.087, -1.241)
H (4.303, -2.411, -3.452)
H (3.571, -4.275, -4.902)
H (1.795, -5.820, -4.096)
H (0.791, -5.482, -1.869)
C (2.472, 5.038, -3.994)
C (1.120, 4.397, -4.130)
C (0.043, 5.082, -4.685)
C (-1.222, 4.518, -4.738)
C (-2.341, 5.346, -5.335)
C (-1.413, 3.215, -4.240)
C (-2.771, 2.638, -4.312)
O (-3.086, 1.491, -4.094)
C (-0.327, 2.510, -3.689)
C (-0.458, 1.132, -3.087)
C (0.922, 3.114, -3.641)
H (2.576, 5.901, -4.655)
H (3.263, 4.320, -4.206)
H (2.621, 5.367, -2.963)
H (0.189, 6.089, -5.064)
H (-1.945, 6.307, -5.664)
H (-3.131, 5.546, -4.608)
H (-2.800, 4.860, -6.198)
H (-3.568, 3.356, -4.579)
H (-0.712, 0.392, -3.846)
H (-1.280, 1.139, -2.371)
H (0.480, 0.877, -2.591)
H (1.744, 2.580, -3.164)
C (6.009, 0.017, -2.911)
C (5.075, 1.122, -3.425)
C (5.903, 2.399, -3.642)
C (4.479, 0.688, -4.774)
C (3.993, 1.364, -2.450)
C (3.097, 1.557, -1.619)
H (6.810, -0.188, -3.632)
H (5.448, -0.902, -2.735)
H (6.456, 0.317, -1.962)
H (6.716, 2.225, -4.357)
H (6.331, 2.731, -2.695)
H (5.271, 3.203, -4.024)
H (5.266, 0.476, -5.507)
H (3.835, 1.476, -5.171)
H (3.867, -0.205, -4.643)
C (-0.858, 4.206, 2.169)
Sb (-0.741, 3.194, 0.276)
C (-0.386, 5.018, -0.836)
C (-2.867, 3.201, -0.046)
H (-1.599, 5.008, 2.127)
H (0.115, 4.634, 2.417)
H (-1.147, 3.483, 2.929)
H (-0.866, 5.865, -0.340)
H (-0.793, 4.912, -1.844)
H (0.685, 5.205, -0.919)
H (-3.245, 4.224, -0.118)
H (-3.326, 2.686, 0.799)
H (-3.120, 2.662, -0.962)